No. 1
A cluster of 4 separate species, C5H16O3 in total at a distorted geometry, computed with ωB97M-V/def2-TZVPD.

```
! wB97M-V def2-TZVPD RIJCOSX def2/J DEFGRID3
* xyz 0 1
C 2.3245 -1.1360 0.2151
C 2.1668 0.1127 -0.5844
C 0.8406 0.2937 -1.3924
C -0.3145 -0.5956 -1.0407
C -0.7399 -0.4023 0.2201
H 1.7644 -1.2360 1.1766
H 1.7782 -2.0111 -0.2133
H 3.3315 -1.4711 0.4699
H 2.0780 0.9194 0.1658
H 2.9733 0.1422 -1.2925
H 1.0924 0.1583 -2.4539
H 0.5405 1.3565 -1.3914
H -0.8975 -1.0974 -1.7944
H -0.4293 0.3572 0.9208
H -1.5687 -0.9175 0.6443
H -2.5838 -2.7494 0.2928
H -1.7020 -2.3383 -0.6498
O -2.6881 -2.4714 -0.6327
H -0.7981 2.7437 1.5457
H 0.4403 2.3004 2.2669
O 0.1630 2.9160 1.5763
H -3.0147 1.5964 1.2861
H -2.4738 1.5728 -0.1005
O -2.2833 1.9567 0.7658
*
```

Computed properties:
**SMILES**: C=CCCC.O.O.O
**HOMO**: -9.72 eV
**Maximum force**: 3.6 eV Å⁻¹
**LUMO level**: 0.0163 Ha

These are the natural (NBO) partial charges, in e, on atoms 1 to 2:
1. C -0.6251
2. C -0.4158

No. 2
A cluster of 9 separate species, C27H72O9 in total at a distorted geometry, computed with ωB97M-V/def2-TZVPD.

```
! wB97M-V def2-TZVPD RIJCOSX def2/J DEFGRID3
* xyz 0 1
C -4.8151 -0.5466 -1.6301
C -3.7538 0.3189 -2.3342
C -3.9591 0.6985 -3.8455
O -3.6500 1.4711 -1.5143
H -4.5319 -1.5572 -1.9246
H -5.8557 -0.3382 -1.8788
H -4.7610 -0.7013 -0.5525
H -2.7438 -0.0695 -2.2032
H -3.1069 1.1580 -4.3462
H -4.7531 1.4449 -3.8701
H -4.3519 -0.1833 -4.3516
H -4.5149 1.8261 -1.2963
C -3.7332 -4.7308 -4.1181
C -2.4766 -3.9425 -3.8306
C -2.2390 -2.7992 -4.8113
O -2.5625 -3.4999 -2.4731
H -3.4718 -5.3633 -4.9665
H -4.5730 -4.1169 -4.4437
H -4.0298 -5.3277 -3.2557
H -1.7057 -4.7131 -3.8345
H -1.3228 -2.2819 -4.5268
H -3.0183 -2.0382 -4.8516
H -2.0782 -3.1099 -5.8437
H -1.6919 -3.3639 -2.0920
C -0.5203 1.1018 0.4033
C 0.1034 -0.2697 -0.0582
C 1.3056 -0.8288 0.6995
O -0.9773 -1.1304 -0.2627
H -0.3359 1.4690 1.4128
H -1.5916 1.0754 0.2041
H -0.1095 1.9883 -0.0799
H 0.3638 -0.0567 -1.0950
H 1.5581 -1.8135 0.3062
H 1.0520 -0.8095 1.7594
H 2.1200 -0.1733 0.3909
H -1.7754 -0.6316 -0.0733
C 3.7485 4.3095 1.5477
C 2.7923 5.0765 2.4958
C 1.4266 4.3234 2.5975
O 3.3568 5.2531 3.7910
H 3.9724 3.3402 1.9932
H 4.6328 4.9462 1.5739
H 3.5038 4.2837 0.4859
H 2.5426 6.0711 2.1264
H 1.4451 3.3725 3.1298
H 1.0346 4.0193 1.6269
H 0.8146 4.8401 3.3368
H 2.7139 5.6998 4.3467
C -1.3792 7.2609 0.8109
C -1.9506 6.6787 -0.4688
C -1.3566 5.3505 -0.8916
O -3.3689 6.6177 -0.3677
H -0.3500 6.9430 0.9778
H -2.0323 7.0059 1.6455
H -1.2986 8.3436 0.7141
H -1.7851 7.4007 -1.2685
H -0.2889 5.5380 -1.0052
H -1.8152 5.1876 -1.8670
H -1.6206 4.4994 -0.2638
H -3.5985 6.4855 -1.2904
C -3.5973 2.8843 1.5597
C -3.9199 2.5764 2.9990
C -5.0841 3.2794 3.7081
O -4.0581 1.2155 3.2503
H -3.2709 1.9881 1.0320
H -2.8712 3.6907 1.4568
H -4.4974 3.1730 1.0170
H -3.0173 2.8092 3.5641
H -6.0014 3.3267 3.1213
H -4.7150 4.2726 3.9638
H -5.3458 2.8044 4.6536
H -4.0149 1.1164 4.2042
C 3.9799 -0.6966 3.2979
C 4.6574 -0.9127 1.9573
C 5.3728 0.2640 1.3198
O 5.6544 -1.9358 2.1201
H 4.8470 -0.7009 3.9583
H 3.3283 -1.5643 3.4006
H 3.4595 0.2601 3.2534
H 3.8771 -1.0748 1.2136
H 4.7633 1.0557 0.8842
H 5.8752 -0.1112 0.4282
H 6.0173 0.7607 2.0451
H 5.4902 -2.4405 2.9200
C 4.5446 -3.9505 -2.4099
C 4.8561 -3.4008 -1.0298
C 5.0988 -4.5999 0.0082
O 6.0582 -2.6603 -1.1424
H 5.4996 -4.2221 -2.8596
H 4.0118 -3.2017 -2.9959
H 3.9690 -4.8714 -2.5024
H 4.0629 -2.7105 -0.7427
H 4.2209 -4.5228 0.6495
H 5.9258 -4.3668 0.6790
H 5.3534 -5.5165 -0.5239
H 6.1684 -2.3153 -0.2533
C 0.2624 -4.8392 0.9174
C 0.3325 -5.7607 -0.3372
C 1.1558 -7.0440 -0.1862
O -0.9431 -6.1543 -0.8643
H 1.2530 -4.7732 1.3674
H -0.3398 -5.3862 1.6428
H -0.3211 -3.9435 0.7046
H 0.9062 -5.2379 -1.1025
H 1.3466 -7.4516 -1.1790
H 0.6083 -7.8011 0.3751
H 2.0416 -6.7064 0.3519
H -1.6334 -5.6063 -0.4839
*
```

Computed properties:
**SMILES**: CC(C)O.CC(C)O.CC(C)O.CC(C)O.CC(C)O.CC(C)O.CC(C)O.CC(C)O.CC(C)O
**HOMO**: -9.80 eV
**Maximum force**: 2.7 eV Å⁻¹
**LUMO level**: 0.0162 Ha

These are the Mulliken partial charges, in e, on atoms 1 to 2:
1. C -1.2984
2. C 0.9551